Here is the molecule C5H8O2 from the OMol25 dataset. Energies are from ωB97M-V/def2-TZVPD.

```
15
Properties=species:S:1:pos:R:3
C 1.99354 -0.38891 0.44264
C 0.90620 0.65362 0.40806
O 0.56488 1.03283 -0.93208
C -0.38859 0.32786 -0.18493
C -1.80974 0.82126 -0.04915
O -2.31025 -0.51768 -0.19793
C -1.00041 -1.02806 -0.50235
H 2.08728 -0.87985 1.41590
H 1.78615 -1.14721 -0.31963
H 2.95328 0.07543 0.19217
H 0.99615 1.47986 1.11862
H -2.06039 1.29174 0.90241
H -2.10052 1.44692 -0.90405
H -0.88218 -1.31785 -1.55200
H -0.73581 -1.85765 0.16432
```

Values from the calculation:
- HOMO (eV) = -9.87
- energy relative to the best compared isomer or geometry (same formula, charge and spin) (kcal per mole) = 58.47
- frontier orbital gap (eV) = 10.86
- SMILES string = C[C@H]1OC12COC2
- total charge = 0

Results of the Mulliken charge analysis, in e, for atoms 1 through 5: number 1, C, carries -1.354; number 2, C, carries 0.168; number 3, O, carries -0.529; number 4, C, carries 0.524; number 5, C, carries -0.426

***

Here is a cluster of 11 separate species, C37H102N6O11 in total from the OMol25 dataset. Energies are from ωB97M-V/def2-TZVPD.

```
156
Properties=species:S:1:pos:R:3
C -0.27759 3.30689 -1.25196
C 0.64400 3.05409 -0.05073
O 1.39865 1.84224 -0.20512
H -0.82074 4.19211 -0.99921
H -0.96769 2.45529 -1.26745
H 0.14967 3.45787 -2.24929
H 0.03700 2.96963 0.85480
H 1.36621 3.86846 0.05408
H 1.34276 1.38408 0.68872
C -1.36217 -1.87334 4.58463
C -1.80138 -1.81262 5.99126
O -0.93852 -1.07991 6.87385
H -1.99172 -2.61571 4.09691
H -0.29476 -2.22362 4.50412
H -1.50351 -0.96606 4.00773
H -1.98744 -2.82400 6.37269
H -2.74782 -1.24825 6.11520
H -0.14812 -1.59549 7.03850
C -2.85390 2.52803 2.83626
C -3.90904 1.46136 3.18133
C -4.78806 1.97888 4.35119
O -4.60988 1.19800 2.02984
H -3.36508 3.42085 2.50381
H -2.21799 2.16297 2.02764
H -2.17236 2.66999 3.67533
H -3.38526 0.52269 3.49946
H -5.41793 1.14279 4.72465
H -5.49866 2.74240 4.03982
H -4.16683 2.44172 5.14499
H -5.39995 0.67869 2.26360
C -4.47481 -2.11357 2.19911
C -5.73279 -2.05536 3.10638
C -5.41534 -2.04528 4.59917
O -6.45446 -0.93621 2.62989
H -3.87009 -1.19625 2.23643
H -4.74072 -2.32597 1.17592
H -3.96496 -3.03340 2.49735
H -6.36611 -2.95788 2.95612
H -4.57576 -1.34944 4.81921
H -5.04743 -2.99311 4.98979
H -6.35235 -1.82599 5.12796
H -7.37136 -0.97508 3.01231
C -1.65158 -0.72300 0.96444
C -0.97919 -1.94112 0.39279
C -0.22335 -1.61170 -0.83687
O -0.05058 -2.39799 1.40526
H -0.99930 0.16483 1.00954
H -1.91121 -0.99179 1.98377
H -2.51955 -0.40567 0.38382
H -1.71937 -2.71166 0.19325
H 0.27361 -2.47180 -1.24645
H 0.47470 -0.79287 -0.68223
H -0.90066 -1.19223 -1.58315
H 0.60957 -2.86266 0.91082
C 0.97973 4.78996 -4.91656
C 0.31513 3.90956 -5.98446
C -0.84425 3.11228 -5.46950
O -0.41683 2.13997 -4.53997
C -1.41644 1.38544 -3.86281
N -0.26145 4.80078 -7.01429
H 0.17867 5.35716 -4.45994
H 1.72541 5.46278 -5.43652
H 1.42473 4.23992 -4.09583
H 0.99450 3.12636 -6.38682
H -1.35546 2.61487 -6.35274
H -1.55250 3.83151 -5.04577
H -1.80235 0.50511 -4.43191
H -2.21675 2.10161 -3.55689
H -0.93047 0.94842 -2.96398
H -0.35095 4.35924 -7.91714
H 0.18960 5.72962 -7.00757
C 5.55668 -3.46684 1.68655
C 4.77982 -2.19561 1.36285
C 5.59105 -0.96926 1.80887
O 4.81087 0.20176 1.56907
C 5.53194 1.35734 1.64225
N 4.32811 -2.19511 -0.06327
H 6.40217 -3.53652 1.06653
H 4.95367 -4.33475 1.53475
H 5.82452 -3.47462 2.74392
H 3.87210 -2.18996 1.94215
H 6.45931 -0.93748 1.13837
H 5.95072 -1.13261 2.83005
H 5.97019 1.44962 2.62804
H 4.93305 2.20626 1.43382
H 6.32100 1.35901 0.83453
H 3.86900 -1.35744 -0.30814
H 5.13912 -2.21410 -0.70564
C -5.90038 3.13644 -0.76379
C -5.03921 2.25627 -1.69197
C -5.28622 0.78936 -1.39637
O -4.32225 0.05476 -2.10044
C -4.53779 -1.31020 -1.98887
N -5.34059 2.45545 -3.09767
H -6.95043 2.97704 -0.97846
H -5.73414 4.17881 -0.98388
H -5.59873 3.02922 0.28450
H -3.95870 2.38302 -1.49819
H -6.32587 0.52958 -1.70322
H -5.36166 0.48059 -0.37022
H -5.58892 -1.63509 -2.16092
H -4.24742 -1.61074 -0.96155
H -3.97230 -1.91504 -2.68890
H -4.95150 3.29604 -3.45450
H -4.97002 1.72537 -3.69388
C 0.96498 -6.44581 -1.20834
C 2.05905 -5.46128 -0.94112
C 2.38975 -4.57427 -2.14251
O 2.90040 -5.34794 -3.18446
C 4.32737 -5.17469 -3.36879
N 1.77077 -4.52715 0.24268
H 1.31680 -7.06166 -2.04937
H 0.10906 -5.95123 -1.57129
H 0.66671 -7.07946 -0.38173
H 2.95764 -6.06355 -0.62702
H 3.08542 -3.81528 -1.77265
H 1.47736 -4.08234 -2.48743
H 4.84474 -4.83452 -2.46817
H 4.52762 -4.41941 -4.14759
H 4.81219 -6.10757 -3.57195
H 1.71245 -5.01456 1.12607
H 2.54400 -3.87103 0.20678
C 2.72808 -0.67887 -3.42589
C 3.13920 0.78628 -3.62351
C 3.49278 1.12309 -5.08314
O 4.52566 0.24558 -5.65457
C 5.69892 0.99858 -5.83501
N 2.13786 1.73075 -3.25049
H 2.48241 -0.74175 -2.32541
H 3.44991 -1.38875 -3.81770
H 1.80302 -1.01818 -3.91116
H 4.05867 0.99255 -2.99798
H 3.81895 2.17127 -5.14072
H 2.57014 0.99747 -5.70035
H 5.59551 1.78344 -6.57532
H 6.50133 0.30051 -6.21871
H 6.14739 1.46488 -4.98101
H 1.85111 1.56612 -2.31349
H 1.28903 1.69106 -3.82346
C 1.97545 0.00267 4.85983
C 1.30697 0.75634 3.73293
C 1.87322 2.21627 3.80547
O 1.40232 2.76489 5.03125
C 1.93405 4.09025 5.18127
N 1.58952 0.35731 2.31199
H 1.79790 -1.06997 4.83897
H 1.51028 0.45225 5.76475
H 3.07259 0.24673 4.87778
H 0.24206 0.78017 3.91933
H 1.51740 2.74332 2.92875
H 2.95373 2.17981 3.70886
H 1.67843 4.69958 4.31225
H 2.99016 4.09987 5.32216
H 1.50444 4.47558 6.11402
H 2.57661 0.18926 2.12653
H 1.10231 -0.47658 2.05373
```

Values from the calculation:
- HOMO (eV) = -8.46
- energy relative to the best compared isomer or geometry (same formula, charge and spin) (kcal per mole) = 0.00
- frontier orbital gap (eV) = 9.00
- SMILES string = COC[C@H](C)N.COC[C@H](C)N.COC[C@H](C)N.COC[C@H](C)N.COC[C@H](C)N.COC[C@H](C)N.CC(C)O.CC(C)O.CC(C)O.CCO.CCO
- total charge = 0

Results of the Mulliken charge analysis, in e, for atoms 1 through 5: number 1, C, carries -0.524; number 2, C, carries 0.114; number 3, O, carries -0.076; number 4, H, carries 0.584; number 5, H, carries -0.215

***

Here is a cluster of 3 separate species, C19H30N2O3S in total from the OMol25 dataset. Energies are from ωB97M-V/def2-TZVPD.

```
55
Properties=species:S:1:pos:R:3
C 0.32099 1.55462 2.14842
C -0.96424 1.17830 1.49180
O -0.82258 1.35661 0.09015
N -1.67363 0.47094 -0.59644
C -0.97677 -0.14042 -1.71663
C -0.41451 -1.48204 -1.25491
O 0.07901 -1.37862 0.07759
C 0.65227 -2.54803 0.56819
N 0.33994 -2.58430 1.97389
S 2.48357 -2.51614 0.22630
O -0.10597 0.73310 -2.39386
C 1.25797 0.78279 -2.01190
C 2.16316 -0.04125 -2.92722
H 0.52444 2.60957 2.05439
H 1.14152 0.97027 1.75682
H 0.24285 1.33854 3.20624
H -1.20139 0.14961 1.70894
H -1.76402 1.82411 1.84084
H -2.41871 1.03959 -0.98401
H -1.75911 -0.37445 -2.42718
H -1.25773 -2.16854 -1.23095
H 0.32159 -1.90395 -1.93147
H 0.23895 -3.44035 0.11113
H 0.84532 -3.34805 2.41032
H 0.71666 -1.73469 2.38541
H 2.67126 -1.20009 0.36946
H 1.55894 1.81420 -2.13280
H 1.40920 0.56043 -0.96650
H 2.47267 -0.97440 -2.48389
H 3.03697 0.53475 -3.18971
H 1.60679 -0.21655 -3.83540
C 4.80501 2.45337 2.39535
C 5.26912 2.63674 3.69007
C 5.39226 1.55000 4.54470
C 5.05628 0.27813 4.10303
C 4.59479 0.09415 2.80736
C 4.46667 1.18187 1.95465
H 4.70686 3.30108 1.72963
H 5.53523 3.62793 4.03365
H 5.74981 1.69467 5.55594
H 5.15390 -0.56971 4.76864
H 4.33285 -0.89864 2.46183
H 4.10278 1.03988 0.94398
C -6.79615 -0.74250 -3.59109
C -6.50075 -1.80755 -2.75140
C -5.52629 -1.67094 -1.77308
C -4.85132 -0.46648 -1.62973
C -5.14938 0.59936 -2.46811
C -6.11931 0.46060 -3.45097
H -7.55482 -0.85020 -4.35536
H -7.03074 -2.74499 -2.86007
H -5.29205 -2.50276 -1.12124
H -4.09582 -0.36130 -0.86180
H -4.62571 1.54125 -2.35620
H -6.34860 1.29046 -4.10678
```

Values from the calculation:
- HOMO (eV) = -9.17
- energy relative to the best compared isomer or geometry (same formula, charge and spin) (kcal per mole) = 101.40
- frontier orbital gap (eV) = 9.83
- SMILES string = CCON[C@H](CO[C@H](N)S)OCC.c1ccccc1.c1ccccc1
- total charge = 0

Results of the Mulliken charge analysis, in e, for atoms 1 through 5: number 1, C, carries -1.183; number 2, C, carries -0.082; number 3, O, carries -0.342; number 4, N, carries 0.091; number 5, C, carries -0.314